No. 1
Below is a structure of composition C33H40CrN9O3, with properties calculated with ωB97M-V/def2-TZVPD.

```
86
Properties=species:S:1:pos:R:3:forces:R:3:lowdin_charge:R:1
Cr 0.02286 0.30787 0.27976 0.089 0.035 0.047 0.801
C -1.78944 -5.06193 0.89608 -0.002 0.004 0.004 -0.020
N -1.74367 -3.68617 1.36474 -0.017 -0.018 0.022 -0.127
C -2.90591 -3.24506 2.12209 0.006 -0.003 0.009 -0.019
C -0.85742 -2.78648 0.91318 0.004 -0.007 -0.003 -0.420
O -0.94967 -1.58615 1.16726 0.005 -0.012 -0.029 -0.012
C 0.32527 -3.32454 0.11693 -0.017 0.043 0.033 -0.103
O 1.12617 -2.26184 -0.35690 0.001 -0.013 -0.032 -0.124
C 2.43556 -2.19457 0.13072 -0.017 0.024 0.008 -0.108
C 2.61004 -1.08556 1.16968 -0.029 -0.023 0.020 -0.379
O 1.70596 -0.26208 1.37587 0.005 -0.014 -0.023 -0.051
N 3.76991 -1.01376 1.82590 0.031 0.011 -0.017 -0.123
C 4.91981 -1.86279 1.54653 0.004 0.000 0.004 -0.018
C 4.02295 0.08717 2.75053 -0.001 -0.006 -0.008 -0.003
H -2.20944 -5.68458 1.68450 -0.001 -0.001 -0.005 0.097
H -0.79965 -5.44532 0.66554 0.002 0.002 0.004 0.086
H -2.42115 -5.14781 0.00683 0.005 -0.001 -0.004 0.098
H -2.99431 -3.84355 3.02928 -0.003 -0.002 0.000 0.097
H -3.81333 -3.37106 1.52732 0.000 0.002 0.006 0.090
H -2.78894 -2.19875 2.38601 0.000 -0.001 -0.006 0.087
H -0.03659 -3.89008 -0.74079 -0.007 -0.005 -0.011 0.108
H 0.90373 -3.99584 0.76081 0.007 -0.009 -0.015 0.139
H 3.10291 -1.97064 -0.70732 0.005 -0.006 -0.001 0.148
H 2.74537 -3.15363 0.55146 0.005 0.002 0.004 0.125
H 4.62940 -2.80690 1.09841 0.007 0.009 0.003 0.083
H 5.43087 -2.07842 2.48329 -0.001 -0.005 0.002 0.100
H 5.62140 -1.35668 0.87987 0.000 0.001 0.005 0.106
H 3.10908 0.64726 2.91017 -0.005 0.000 0.002 0.090
H 4.78767 0.74987 2.34115 0.003 -0.003 0.003 0.103
H 4.37870 -0.31535 3.69835 0.001 0.003 0.002 0.099
C -2.55473 -1.37155 -5.82802 -0.005 -0.001 0.033 -0.040
C -2.25569 -0.63127 -4.55367 0.015 0.004 -0.008 -0.278
C -3.28124 -0.15601 -3.73333 -0.012 -0.001 -0.002 -0.032
C -3.00904 0.45345 -2.52789 0.019 0.007 -0.007 -0.028
C -1.69812 0.64682 -2.06806 0.002 0.020 0.037 -0.255
N -1.43589 1.16842 -0.79824 -0.036 0.041 -0.054 -0.051
C -1.96876 2.41269 -0.49934 0.007 -0.033 0.001 -0.222
C -2.30972 3.34610 -1.49439 -0.017 0.033 -0.011 -0.011
C -2.79831 4.60149 -1.19568 0.014 -0.016 -0.018 -0.036
C -2.95274 5.03167 0.12015 -0.002 -0.008 0.034 -0.279
C -3.41908 6.42442 0.44581 0.011 -0.010 0.001 -0.051
C -2.61217 4.13198 1.11484 -0.007 0.024 -0.017 0.011
C -2.16030 2.84950 0.82190 0.013 -0.021 0.033 -0.118
N -1.93021 1.98032 1.93376 0.014 -0.004 -0.054 -0.060
C -2.64310 1.93929 3.07427 0.002 -0.009 0.017 -0.042
C -2.01290 1.06784 3.93602 0.015 0.002 0.003 -0.035
C -0.90641 0.60940 3.22031 -0.010 0.014 -0.006 -0.130
N -0.85962 1.16534 2.01386 -0.046 -0.025 0.026 -0.004
C -0.68185 0.23986 -2.93752 0.036 -0.030 0.000 -0.121
C -0.95518 -0.41691 -4.13568 -0.020 0.006 0.010 -0.004
N 0.68530 0.56432 -2.67225 -0.008 -0.001 -0.031 -0.048
C 1.58955 0.99127 -3.57764 0.001 0.027 0.021 -0.034
C 2.77195 1.22324 -2.91253 -0.005 -0.040 -0.014 -0.030
C 2.48856 0.91256 -1.58067 0.022 0.020 0.014 -0.116
N 1.22781 0.51128 -1.44557 -0.045 -0.002 -0.007 -0.001
H -3.36652 -0.89696 -6.37920 0.002 0.003 -0.003 0.084
H -2.86640 -2.39742 -5.61384 -0.002 -0.001 -0.011 0.067
H -1.68170 -1.41180 -6.47892 0.000 -0.007 -0.003 0.078
H -4.31243 -0.29571 -4.03746 0.001 0.002 0.004 0.123
H -3.81909 0.78903 -1.89156 -0.003 -0.002 -0.001 0.131
H -2.17911 3.06440 -2.53093 -0.002 -0.002 0.000 0.115
H -3.04540 5.27519 -2.00833 -0.001 -0.004 0.001 0.117
H -4.15627 6.77025 -0.27850 -0.003 0.001 0.003 0.079
H -2.58715 7.13178 0.43069 -0.004 0.002 -0.004 0.084
H -3.87192 6.46938 1.43606 0.000 0.003 -0.002 0.076
H -2.68975 4.42985 2.15405 -0.004 0.003 -0.002 0.119
H -3.54026 2.52270 3.18462 0.000 -0.003 -0.004 0.132
H -2.31689 0.79869 4.93171 -0.005 0.007 -0.003 0.101
H -0.15829 -0.11363 3.49952 -0.001 -0.002 -0.008 0.114
H -0.12859 -0.75392 -4.75214 0.000 0.003 -0.002 0.119
H 1.31419 1.12461 -4.60907 0.006 0.006 0.002 0.133
H 3.69495 1.58670 -3.32716 -0.003 -0.002 -0.002 0.103
H 3.12452 0.98991 -0.71321 -0.012 -0.002 0.005 0.116
N -0.94176 -3.78710 -3.20009 -0.012 -0.014 0.000 0.135
C -2.17270 -3.44071 -2.66405 0.037 0.004 0.038 -0.398
C -3.36637 -3.98513 -3.15428 -0.011 0.000 -0.003 -0.031
C -4.54712 -3.62933 -2.53879 0.008 -0.006 0.004 -0.063
C -4.52177 -2.74254 -1.46527 -0.005 -0.004 -0.002 -0.070
C -3.29260 -2.26154 -1.06044 0.020 0.007 -0.008 -0.161
N -2.13546 -2.60826 -1.62773 -0.052 0.000 -0.014 0.140
H -0.96113 -4.18037 -4.12738 0.007 0.005 -0.008 0.094
H -0.24648 -3.06383 -3.08443 0.003 0.007 0.003 0.086
H -3.35386 -4.66791 -3.99427 0.003 0.000 0.000 0.112
H -5.48550 -4.03410 -2.89590 -0.001 0.002 0.000 0.112
H -5.42916 -2.42801 -0.96925 0.000 0.001 0.000 0.106
H -3.21057 -1.55355 -0.24046 0.000 -0.009 -0.003 0.112
```
Positions in Å, forces in eV/Å.

Summary:
multiplicity: 5
Kohn-Sham gap (alpha / beta): 6.981 / 7.267 eV
ΔE to the lowest compared entry with this formula, charge and spin: 0.0 kJ/mol
DFT total energy: -3044.4182 a.u.
net charge: +1
HOMO energy (alpha / beta): -8.777 / -9.069 eV

***

No. 2
Below is a structure of composition C23H61Ag2N5O8 in a non-equilibrium geometry, with properties calculated with ωB97M-V/def2-TZVPD.

```
99
Properties=species:S:1:pos:R:3:forces:R:3:lowdin_charge:R:1
Ag 0.23791 1.72020 -3.30208 -0.231 0.783 0.265 0.775
Ag -2.92604 1.98236 -1.83941 0.484 -0.434 0.827 0.780
C -2.30500 -0.42868 -4.18766 -1.168 -0.435 -0.383 -0.160
O -1.78544 0.63428 -3.52882 0.085 0.790 0.290 -0.180
H -3.39323 -0.47272 -4.14422 -0.135 0.111 0.089 0.089
H -2.01063 -0.35376 -5.23448 0.336 -0.089 -0.322 0.119
H -1.94607 -1.39249 -3.82667 0.589 -0.088 0.195 0.108
C 0.15981 -0.99921 0.34158 0.213 0.712 0.177 0.016
C -0.18834 0.21085 -0.53159 -2.321 0.926 -2.174 -0.633
O 0.64333 0.86492 -1.23876 0.271 -1.355 1.786 -0.128
O -1.45026 0.46516 -0.63840 1.247 -0.602 0.572 -0.159
H 0.86605 -0.64873 1.09422 0.303 -0.347 -0.081 0.058
H 0.55919 -1.82058 -0.25337 0.283 0.274 -0.046 0.054
H -0.71182 -1.39670 0.86154 -0.150 0.316 -0.288 0.057
C 4.20553 5.35532 -0.17399 -0.011 0.320 1.666 -0.034
C 3.60039 4.02619 0.27718 0.676 -2.195 -3.017 -0.425
C 3.40834 3.70682 1.73136 0.025 0.085 0.999 -0.163
O 2.74129 2.49126 2.11888 -0.755 0.339 0.012 -0.208
C 3.09873 1.26354 1.51859 0.323 1.148 -1.379 -0.094
N 2.44727 3.60006 -0.57434 -0.096 0.383 0.851 0.053
H 5.29402 5.33468 -0.12047 -0.004 -0.129 0.194 0.083
H 3.87771 6.06178 0.58859 0.032 0.754 -0.400 0.077
H 3.98957 5.70491 -1.18357 -0.550 -0.337 0.148 0.079
H 4.34552 3.30619 -0.06116 0.263 -0.369 -0.020 0.113
H 2.77776 4.50674 2.11944 0.140 -0.041 0.691 0.128
H 4.36908 3.59938 2.23487 0.262 0.899 0.001 0.138
H 4.16220 1.02455 1.52092 0.218 -0.151 0.914 0.097
H 2.94237 1.41769 0.45094 -0.408 -0.910 -0.298 0.056
H 2.45031 0.48501 1.92054 0.321 0.115 0.023 0.077
H 1.66946 4.24339 -0.53929 -0.049 0.805 0.044 0.079
H 2.05520 2.83458 -0.04479 -0.337 -0.592 -0.418 0.022
C -3.80543 4.64024 1.33091 -1.071 0.397 2.328 -0.069
C -2.73390 3.80732 0.71880 1.123 1.732 -0.235 -0.445
C -1.31818 3.66464 1.35655 -1.663 0.974 0.574 -0.151
O -1.54494 3.04908 2.61456 -0.483 0.412 -1.572 -0.201
C -0.39586 2.96361 3.38104 -0.311 -1.257 1.394 -0.108
N -3.22474 2.49282 0.44815 -0.468 -1.452 -0.940 0.011
H -3.58086 5.70383 1.41098 0.161 -0.031 -0.326 0.096
H -4.12213 4.35616 2.33445 0.151 -0.291 0.230 0.088
H -4.69612 4.50451 0.71743 -0.023 0.282 -0.197 0.089
H -2.71499 4.48994 -0.13077 1.269 -0.953 -1.264 0.120
H -0.90248 4.65569 1.53853 0.088 0.240 -0.125 0.130
H -0.60229 3.10689 0.75279 -0.146 -0.312 -0.313 0.116
H 0.24613 3.84447 3.37408 -0.106 0.046 0.012 0.099
H 0.16047 2.05513 3.15032 0.526 0.122 -0.398 0.079
H -0.85391 2.75291 4.34742 0.740 0.450 0.605 0.093
H -2.68844 1.86027 1.02467 0.339 -0.522 -0.345 0.062
H -4.16439 2.33300 0.78226 -0.358 0.426 -0.045 0.091
C -3.14563 -6.94929 -2.03448 1.584 -0.089 -0.032 -0.039
C -2.12960 -6.16120 -1.13369 -1.072 -0.841 -2.186 -0.426
C -1.41708 -5.01328 -1.87171 -0.895 0.549 -0.383 -0.185
O -0.63375 -4.28045 -0.93963 -1.871 0.828 -1.108 -0.201
C 0.66043 -4.66293 -0.90292 2.120 -0.969 0.884 -0.157
N -2.99358 -5.61929 -0.14664 0.464 0.447 1.522 0.039
H -3.94352 -6.29054 -2.37729 0.248 0.215 -0.314 0.078
H -3.66773 -7.74212 -1.49882 0.400 0.005 0.229 0.083
H -2.57568 -7.38439 -2.85542 -0.462 -0.063 -0.321 0.079
H -1.33499 -6.78875 -0.73012 -0.272 -0.330 0.264 0.138
H -2.13112 -4.28876 -2.26328 -0.651 0.016 0.358 0.121
H -0.90749 -5.24256 -2.80757 0.781 -0.667 0.324 0.131
H 1.16845 -4.87064 -1.84466 -0.284 0.391 -0.500 0.098
H 0.72711 -5.61084 -0.36896 0.481 -0.195 0.406 0.088
H 1.20613 -3.87962 -0.37686 0.275 -0.210 0.106 0.079
H -3.65300 -5.06634 -0.67532 -0.400 0.326 0.411 0.081
H -2.40116 -5.00008 0.38789 -0.341 0.590 0.432 0.048
C -2.41442 -4.40708 4.84606 0.666 -0.462 1.403 0.016
C -1.86391 -3.66294 3.59734 0.657 1.393 -1.218 -0.284
C -1.45533 -2.16829 3.77110 -0.891 0.696 0.867 -0.178
O -2.57113 -1.41316 4.26383 1.150 1.269 -0.272 -0.156
C -2.22989 0.03354 4.22520 0.019 -0.129 0.053 -0.051
N -0.68077 -4.41318 3.17648 -1.779 -0.872 2.260 0.329
H -2.66797 -5.46128 4.73434 0.158 -0.027 -0.670 0.101
H -3.31383 -3.97661 5.28633 -0.059 0.708 -0.639 0.117
H -1.66689 -4.37035 5.63851 0.113 0.090 0.053 0.099
H -2.61558 -3.82023 2.82380 -0.136 0.254 -0.222 0.160
H -1.03670 -1.64438 2.91182 -0.425 -0.697 -0.854 0.097
H -0.60655 -2.06726 4.44747 0.073 -0.462 0.749 0.131
H -2.24652 0.48115 3.23149 -0.251 -0.570 -0.414 0.072
H -1.23946 0.29249 4.59953 0.350 -0.789 0.225 0.080
H -2.86988 0.67293 4.83323 -0.588 -0.826 0.108 0.100
H 0.10991 -4.40888 3.80491 1.083 1.107 -0.127 0.155
H -0.91384 -5.39592 3.17649 -0.216 -0.770 -1.294 0.143
C 4.41522 2.75422 -3.58027 3.105 2.191 0.181 -0.081
C 3.16374 2.17225 -3.95840 -0.029 -1.716 -0.710 -0.458
C 3.09799 0.74630 -3.46798 0.338 2.743 0.784 -0.238
O 1.89149 0.26650 -3.93699 -0.098 -2.237 0.580 -0.245
C 1.79657 -1.10498 -3.57613 -0.252 -1.210 -1.680 -0.083
N 2.10077 3.11210 -3.54552 -0.315 -0.395 -1.113 0.032
H 5.31750 2.47163 -4.12261 -0.165 -0.614 -0.139 0.103
H 4.68286 2.72741 -2.52399 -0.358 0.093 0.167 0.091
H 4.27783 3.78313 -3.91279 0.695 0.521 0.491 0.095
H 3.24734 2.02411 -5.03505 -0.935 0.620 -0.364 0.157
H 3.16589 0.84521 -2.38460 -0.382 -0.742 0.450 0.128
H 4.01443 0.27591 -3.82431 -0.286 -0.622 -0.290 0.147
H 0.93727 -1.54937 -4.07836 -0.451 0.338 0.229 0.087
H 1.78812 -1.39763 -2.52618 0.077 0.749 0.182 0.089
H 2.60521 -1.61057 -4.10392 0.430 -0.182 0.376 0.098
H 2.31707 3.88210 -4.16228 -0.950 0.302 -0.796 0.087
H 2.39352 3.57472 -2.69677 -0.072 -0.698 1.249 0.031
```
Positions in Å, forces in eV/Å.

Summary:
multiplicity: 3
Kohn-Sham gap (alpha / beta): 8.522 / 3.172 eV
DFT total energy: -2081.6765 a.u.
net charge: +2
HOMO energy (alpha / beta): -13.482 / -13.467 eV

***

No. 3
Below is the ion C5H12NO with charge +1, with properties calculated with ωB97M-V/def2-TZVPD.

```
19
Properties=species:S:1:pos:R:3:forces:R:3:lowdin_charge:R:1
C 1.78622 -0.44821 0.83909 -0.423 0.126 -0.035 -0.191
O 1.77533 -0.37712 -0.60319 0.128 -0.658 -0.482 -0.095
C 0.36757 -0.29173 1.39802 0.036 0.561 -0.223 -0.165
C -0.74997 -0.99497 0.61546 -0.226 0.023 0.195 -0.157
C -1.49995 -0.13936 -0.41626 -0.146 0.052 -0.249 -0.115
C -0.74232 1.93100 -1.54368 -0.555 0.669 -0.223 0.175
N -0.56964 0.75938 -1.12126 0.279 -0.590 0.191 0.040
H 2.23058 -1.38733 1.14885 0.069 -0.130 0.031 0.127
H 2.40487 0.37615 1.19382 0.090 -0.158 -0.016 0.126
H 1.94497 -1.25948 -0.98576 0.055 0.633 0.339 0.128
H 0.12969 0.77865 1.45891 0.014 -0.068 -0.083 0.118
H 0.36049 -0.60395 2.43757 0.068 -0.253 0.080 0.121
H -0.44848 -1.90907 0.11705 0.458 -0.157 0.022 0.118
H -1.47933 -1.31469 1.34890 -0.354 -0.076 0.006 0.120
H -1.92908 -0.76527 -1.19340 -0.068 -0.236 -0.041 0.138
H -2.32760 0.42328 0.00093 0.098 0.336 0.168 0.135
H 0.07630 2.46985 -1.99405 0.241 -0.097 -0.143 0.124
H -1.70434 2.44228 -1.49432 0.083 -0.268 0.266 0.130
H 0.37467 0.31058 -1.20669 0.153 0.292 0.197 0.124
```
Positions in Å, forces in eV/Å.

Summary:
multiplicity: 1
Kohn-Sham gap: 10.557 eV
SMILES: C=[NH+]CCCCO
ΔE to the lowest compared entry with this formula, charge and spin: 59.5 kJ/mol
DFT total energy: -327.4369 a.u.
net charge: +1
HOMO energy: -14.974 eV

***

No. 4
Below is a cluster of 2 separate species, C8H15NO3 in total in a non-equilibrium geometry, with properties calculated with ωB97M-V/def2-TZVPD.

```
27
Properties=species:S:1:pos:R:3:forces:R:3:lowdin_charge:R:1
C 1.46353 -1.14756 -0.10276 1.782 6.235 -1.795 -0.452
C 1.76792 1.47142 0.00220 -3.795 -1.718 2.248 -0.479
C 1.46375 -1.08329 -1.56773 0.346 -2.126 -0.005 -0.001
C 1.95569 -0.11592 2.14913 0.905 -0.171 -2.234 0.036
C -1.48870 0.28436 -1.59520 -2.041 -2.720 -1.574 -0.158
C -1.83040 -0.88658 0.60398 1.499 -2.349 -1.639 -0.096
C -2.20229 1.42204 0.22175 2.228 1.124 0.137 -0.106
C 1.83429 0.08075 0.64234 -2.170 -0.007 0.263 -0.239
N -1.40748 0.25870 -0.22754 -2.067 1.511 5.008 -0.320
O 2.87891 0.88995 -0.03451 4.921 0.239 -1.082 0.193
O 1.15838 -2.10357 0.56227 -1.460 -5.504 3.059 0.202
O 1.15061 2.46106 -0.16620 0.436 1.037 -0.890 0.164
H 1.16726 -0.15640 -1.93335 -1.494 1.613 -0.475 0.057
H 0.88541 -1.96315 -1.90002 0.452 0.660 -0.592 0.115
H 2.48150 -1.04639 -1.89024 1.004 -0.954 -0.537 0.089
H 1.19515 -0.79103 2.44532 -0.591 -0.857 0.348 0.073
H 1.75795 0.79782 2.62261 0.334 1.296 0.952 0.076
H 2.95148 -0.54517 2.27231 -0.092 0.158 0.742 0.109
H -1.05440 1.21251 -1.88893 -0.023 0.691 -0.862 0.081
H -0.85520 -0.54771 -1.88765 -0.442 -0.056 -1.131 0.055
H -2.64185 0.12653 -1.90652 2.332 0.465 -0.214 0.135
H -1.59752 -0.75614 1.64732 -0.023 0.764 0.376 0.069
H -2.84104 -1.39326 0.57216 0.426 1.151 -0.569 0.097
H -1.10552 -1.70453 0.34192 -0.856 0.363 0.076 0.069
H -2.34380 1.37928 1.28262 -0.181 0.028 0.614 0.068
H -1.59258 2.34962 0.01271 -0.753 -0.770 0.109 0.095
H -3.15107 1.50666 -0.27795 -0.679 -0.104 -0.332 0.067
```
Positions in Å, forces in eV/Å.

Summary:
multiplicity: 3
Kohn-Sham gap (alpha / beta): 6.938 / 5.603 eV
DFT total energy: -594.0384 a.u.
HOMO energy (alpha / beta): -6.155 / -8.528 eV